ORCA calculation (ωB97M-V/def2-TZVPD) on 3 unconnected molecules or ions with the total composition C26H35F17O4P in a non-equilibrium geometry.

Properties
LUMO: 1.6 eV
molecular weight: 765.5 g/mol
net charge: -1

```
83
Properties=species:S:1:pos:R:3:mulliken_charge:R:1
C -1.810 1.441 -2.514 -1.184
C -0.664 0.670 -1.850 0.053
C 0.552 1.563 -1.488 -0.612
C 1.911 0.948 -1.890 -0.467
C 2.989 0.961 -0.803 0.177
O 4.208 0.422 -1.281 -0.606
P 5.158 1.728 -2.028 0.121
C 6.022 3.219 -2.973 -1.523
C 5.199 3.557 -4.165 0.569
C 4.150 4.478 -4.071 -0.233
C 3.356 4.742 -5.187 -0.795
C 3.587 4.091 -6.402 0.993
C 2.693 4.380 -7.585 -1.357
C 4.642 3.188 -6.494 -0.549
C 5.446 2.914 -5.383 -0.546
O 4.226 2.934 -1.123 -0.458
C 3.426 2.273 -0.191 0.106
C 2.435 3.124 0.585 -0.632
C 3.072 4.081 1.585 -0.519
F 4.292 4.572 1.185 -0.279
H -1.778 2.499 -2.276 0.380
H -1.847 1.298 -3.591 0.314
H -2.765 1.084 -2.128 0.215
H -0.351 -0.195 -2.427 0.367
H -1.058 0.278 -0.912 0.001
H 0.432 2.485 -2.054 0.267
H 0.479 1.780 -0.428 0.190
H 2.249 1.426 -2.802 -0.061
H 1.734 -0.096 -2.148 0.358
H 2.654 0.224 -0.062 0.358
H 4.240 1.627 -3.129 -0.196
H 5.999 0.783 -2.785 0.078
H 6.173 1.671 -1.007 -0.074
H 5.968 4.060 -2.285 0.434
H 7.046 2.977 -3.246 0.573
H 3.953 4.957 -3.126 0.335
H 2.538 5.447 -5.116 0.334
H 2.937 5.314 -8.087 0.258
H 2.701 3.546 -8.281 0.355
H 1.664 4.470 -7.237 0.343
H 4.852 2.676 -7.424 0.311
H 6.252 2.200 -5.438 0.335
H 4.135 1.916 0.586 0.066
H 1.828 2.429 1.164 0.267
H 1.783 3.644 -0.116 0.336
H 2.411 4.937 1.717 0.312
H 3.184 3.575 2.541 0.289
C -4.790 -4.152 0.314 -0.721
C -5.595 -3.981 -0.984 0.867
C -4.825 -3.638 -2.261 0.080
F -4.194 -2.456 -2.154 -0.184
F -5.706 -3.548 -3.287 -0.275
F -6.588 -3.088 -0.788 -0.276
F -6.185 -5.190 -1.223 -0.337
O -4.745 -3.060 1.212 -0.310
C -3.807 -2.070 1.088 0.638
C -4.437 -0.704 0.808 0.278
F -5.162 -0.736 -0.327 -0.236
F -3.449 0.201 0.658 -0.215
F -2.869 -2.388 0.183 -0.281
F -3.178 -1.972 2.288 -0.275
H -5.324 -4.921 0.870 0.406
H -3.797 -4.558 0.121 0.329
H -4.097 -4.419 -2.495 0.274
H -5.089 -0.406 1.632 0.225
C -1.754 -4.980 7.368 -0.720
C -1.770 -3.835 8.394 0.882
C -3.079 -3.567 9.140 0.081
F -4.069 -3.216 8.297 -0.208
F -2.888 -2.543 10.004 -0.269
F -1.326 -2.701 7.818 -0.265
F -0.866 -4.178 9.358 -0.331
O -1.896 -4.648 6.001 -0.364
C -3.128 -4.515 5.415 0.679
C -3.362 -3.092 4.905 0.300
F -3.277 -2.200 5.914 -0.241
F -4.607 -3.015 4.384 -0.270
F -4.116 -4.930 6.232 -0.295
F -3.145 -5.327 4.334 -0.297
H -0.747 -5.388 7.431 0.395
H -2.423 -5.790 7.660 0.333
H -3.386 -4.449 9.709 0.281
H -2.625 -2.840 4.150 0.317
```

ORCA calculation (ωB97M-V/def2-TZVPD) on a single C7H10Cl2 molecule in a non-equilibrium geometry.

Properties
SMILES string: CC1=C(C)[C@@](C)(Cl)[C@H]1Cl
LUMO: 0.7 eV
molecular weight: 165.1 g/mol
net charge: 0
energy relative to the best compared isomer or geometry (same formula, charge and spin): 0.000 eV

```
19
Properties=species:S:1:pos:R:3:mulliken_charge:R:1
C 0.053 1.048 0.209 -0.098
C 0.165 -0.244 0.547 0.199
C -1.140 0.763 -0.815 -0.095
C -0.852 -0.727 -0.462 0.938
C 0.478 2.343 0.688 -1.217
C 1.171 -1.038 1.237 -1.610
C -0.177 -1.731 -1.532 -1.403
Cl -2.632 1.440 -0.199 -0.196
Cl -2.278 -1.552 0.242 -0.216
H -0.925 1.041 -1.780 0.491
H 1.558 2.200 0.814 0.338
H 0.102 2.643 1.705 0.258
H 0.094 3.111 -0.096 0.294
H 2.115 -0.565 1.078 0.418
H 1.252 -2.076 1.111 0.377
H 1.069 -0.846 2.280 0.396
H -1.058 -2.176 -2.006 0.411
H 0.429 -2.444 -0.999 0.304
H 0.575 -1.190 -2.021 0.412
```

ORCA calculation (ωB97M-V/def2-TZVPD) on 10 unconnected molecules or ions with the total composition C47H70N3O18 in a non-equilibrium geometry.

Properties
LUMO: -4.6 eV
molecular weight: 965.1 g/mol
net charge: +1

```
138
Properties=species:S:1:pos:R:3:mulliken_charge:R:1
C 1.025 2.425 3.514 -1.360
C 0.112 1.425 2.858 0.365
C 0.393 0.765 1.668 -0.514
C -0.491 -0.150 1.108 -0.667
C -1.702 -0.412 1.735 -0.712
C -2.006 0.256 2.921 0.409
C -3.343 0.026 3.598 -1.555
C -4.325 1.088 3.114 0.492
C -5.223 0.826 1.896 -0.758
N -6.165 1.950 2.016 0.027
C -5.914 2.544 3.191 0.144
N -6.175 3.832 3.438 -0.276
N -5.269 1.645 4.111 -0.401
C -1.111 1.157 3.487 -0.399
H 2.062 2.314 3.214 0.235
H 0.717 3.447 3.312 0.293
H 0.983 2.250 4.585 0.432
H 1.306 0.949 1.124 0.490
H -0.217 -0.653 0.194 0.572
H -2.424 -1.114 1.343 0.646
H -3.202 0.185 4.663 0.411
H -3.693 -0.986 3.414 0.532
H -3.704 1.942 2.832 0.334
H -5.711 -0.137 1.765 0.383
H -4.608 0.924 1.003 0.335
H -7.144 1.666 1.893 0.244
H -6.841 4.147 4.123 0.250
H -5.629 4.534 2.964 0.261
H -6.034 0.985 4.284 0.342
H -1.345 1.660 4.414 0.436
O 4.641 2.400 2.413 -0.625
C 4.666 1.476 1.649 0.658
O 3.886 1.447 0.542 -0.240
C 4.045 0.176 -0.129 -0.395
C 5.385 -0.358 0.328 -0.143
C 5.482 0.202 1.748 -0.760
H 3.212 -0.470 0.161 0.064
H 4.012 0.330 -1.206 0.395
H 5.458 -1.440 0.270 0.532
H 6.167 0.062 -0.290 -0.077
H 5.017 -0.454 2.487 0.286
H 6.502 0.429 2.046 0.328
O -8.603 0.005 0.358 -0.581
C -9.573 0.633 0.678 0.549
O -9.467 1.670 1.541 -0.369
C -10.781 2.194 1.859 -0.508
C -11.662 1.760 0.696 -0.172
C -11.017 0.432 0.285 -0.598
H -11.101 1.766 2.811 0.272
H -10.719 3.275 1.961 0.331
H -12.708 1.682 0.960 0.124
H -11.579 2.475 -0.120 0.269
H -11.415 -0.412 0.851 0.306
H -11.097 0.234 -0.779 0.335
O 1.626 -3.349 0.538 -0.645
C 0.604 -3.968 0.609 0.550
O -0.153 -4.255 -0.475 -0.282
C -1.371 -4.912 -0.073 -0.294
C -1.066 -5.507 1.295 -0.623
C -0.061 -4.503 1.861 -0.275
H -2.168 -4.164 -0.035 0.231
H -1.625 -5.663 -0.817 0.282
H -1.955 -5.647 1.907 0.344
H -0.586 -6.479 1.174 0.300
H -0.551 -3.674 2.375 0.106
H 0.672 -4.966 2.516 0.337
O 6.933 -0.516 -2.253 -0.577
C 7.866 -1.263 -2.151 0.472
O 7.903 -2.250 -1.232 -0.299
C 9.184 -2.920 -1.269 -0.300
C 9.738 -2.628 -2.658 -0.571
C 9.152 -1.247 -2.952 -0.412
H 9.811 -2.505 -0.477 0.124
H 9.039 -3.975 -1.084 0.361
H 10.823 -2.670 -2.702 0.353
H 9.343 -3.352 -3.371 0.285
H 9.784 -0.441 -2.574 0.253
H 8.943 -1.088 -4.006 0.328
O 4.404 5.742 -3.723 -0.560
C 4.310 5.518 -2.551 0.374
O 4.241 6.496 -1.620 -0.368
C 4.257 5.922 -0.296 -0.589
C 3.776 4.490 -0.477 0.266
C 4.291 4.160 -1.873 -0.234
H 5.279 5.973 0.086 0.286
H 3.612 6.509 0.353 0.339
H 4.131 3.816 0.294 -0.299
H 2.684 4.468 -0.469 0.191
H 5.310 3.769 -1.850 0.302
H 3.643 3.474 -2.412 0.318
O -14.178 3.106 -0.494 -0.548
C -14.809 3.597 0.395 0.570
O -14.481 3.426 1.702 -0.346
C -15.478 4.037 2.547 -0.462
C -16.158 5.079 1.670 -0.481
C -16.065 4.436 0.287 -0.504
H -16.168 3.260 2.881 0.270
H -14.987 4.468 3.416 0.313
H -17.172 5.309 1.989 0.330
H -15.583 6.006 1.683 0.265
H -16.907 3.773 0.084 0.275
H -15.969 5.165 -0.513 0.311
O -0.253 -8.194 -4.091 -0.586
C 0.224 -7.101 -4.049 0.430
O -0.046 -6.226 -3.046 -0.276
C 0.582 -4.958 -3.310 -0.171
C 1.718 -5.264 -4.277 -0.539
C 1.153 -6.451 -5.059 -0.419
H -0.164 -4.290 -3.751 0.183
H 0.927 -4.532 -2.382 0.176
H 1.998 -4.412 -4.893 0.351
H 2.601 -5.580 -3.719 0.273
H 0.561 -6.134 -5.919 0.249
H 1.920 -7.151 -5.377 0.301
O 9.205 -5.128 0.790 -0.604
C 9.697 -4.634 1.762 0.557
O 11.007 -4.768 2.064 -0.361
C 11.291 -4.159 3.337 -0.447
C 10.172 -3.147 3.552 -0.509
C 9.001 -3.818 2.835 -0.149
H 11.296 -4.941 4.098 0.270
H 12.276 -3.702 3.297 0.330
H 9.988 -2.928 4.601 0.332
H 10.421 -2.210 3.052 0.258
H 8.455 -4.501 3.487 0.303
H 8.313 -3.106 2.387 0.030
O 7.115 0.829 -6.864 -0.593
C 6.239 1.574 -6.534 0.498
O 6.455 2.667 -5.771 -0.393
C 5.205 3.311 -5.445 0.012
C 4.233 2.851 -6.524 -0.561
C 4.758 1.452 -6.847 -0.405
H 4.903 2.986 -4.449 -0.145
H 5.346 4.384 -5.434 0.391
H 3.194 2.875 -6.202 0.328
H 4.328 3.491 -7.402 0.287
H 4.330 0.691 -6.192 0.224
H 4.609 1.172 -7.886 0.333
```

ORCA calculation (ωB97M-V/def2-TZVPD) on a single C13H17FN2O3S molecule.

Properties
SMILES string: CS(=O)(=O)N1CCC[C@@H](C(=O)Nc2ccccc2F)C1
LUMO: 0.6 eV
molecular weight: 300.4 g/mol
net charge: 0
energy relative to the best compared isomer or geometry (same formula, charge and spin): 1.232 eV

```
37
Properties=species:S:1:pos:R:3:mulliken_charge:R:1
C -2.217 -2.495 0.664 -0.787
H -2.486 -3.405 0.142 0.417
H -2.774 -2.411 1.586 0.373
H -1.149 -2.459 0.828 0.081
S -2.668 -1.133 -0.432 1.259
O -2.222 -1.441 -1.755 -0.671
O -4.051 -0.806 -0.240 -0.690
N -1.696 0.147 0.126 -0.132
C -1.659 1.207 -0.877 -1.451
H -2.666 1.627 -1.010 0.507
C -0.701 2.330 -0.476 0.654
C 0.782 1.957 -0.507 0.241
O 1.629 2.782 -0.771 -0.698
N 1.032 0.663 -0.178 0.250
C 2.259 0.013 -0.108 0.272
C 3.476 0.585 -0.472 -0.300
C 4.648 -0.144 -0.372 -0.776
C 4.640 -1.450 0.087 -0.437
C 3.442 -2.038 0.460 -0.776
C 2.282 -1.303 0.359 0.548
F 1.102 -1.874 0.739 -0.253
H 3.397 -3.052 0.826 0.420
H 5.557 -2.012 0.160 0.377
H 5.580 0.318 -0.661 0.401
H 3.486 1.601 -0.828 0.502
H 0.211 0.091 0.022 -0.027
H -0.811 3.148 -1.195 0.425
C -1.077 2.858 0.918 -1.203
C -1.182 1.716 1.924 -0.644
C -2.146 0.646 1.414 -0.780
H -3.161 1.056 1.324 0.363
H -2.175 -0.197 2.105 0.439
H -1.547 2.096 2.880 0.433
H -0.200 1.271 2.089 0.282
H -2.043 3.365 0.849 0.455
H -0.334 3.586 1.244 0.397
H -1.356 0.742 -1.817 0.527
```

ORCA calculation (ωB97M-V/def2-TZVPD) on 2 unconnected molecules or ions with the total composition C3H11N3O in a non-equilibrium geometry.

Properties
SMILES string: [H]/N=C(\N)NCC.O
LUMO: 0.9 eV
molecular weight: 105.1 g/mol
net charge: 0
energy relative to the best compared isomer or geometry (same formula, charge and spin): 2.126 eV

```
18
Properties=species:S:1:pos:R:3:mulliken_charge:R:1
C -0.230 0.016 -2.048 -1.190
C 0.122 -1.285 -1.275 -0.421
N -0.215 -1.222 0.132 -0.173
C 0.431 -0.457 1.124 0.524
N 1.492 0.298 0.686 -0.487
N 0.162 -0.604 2.395 -0.808
H -1.104 0.409 -1.576 0.363
H -0.408 -0.035 -3.091 0.398
H 0.500 0.835 -1.796 0.249
H -0.461 -1.900 -1.771 0.470
H 1.104 -1.708 -1.712 0.203
H -0.499 -1.996 0.575 0.260
H 1.123 0.981 -0.038 0.149
H 2.044 0.740 1.428 0.267
H 1.027 -0.415 3.020 0.218
H -2.354 2.348 0.945 0.302
H -1.315 1.763 1.914 0.325
O -1.418 2.233 1.091 -0.649
```

Number 1: orbital gap 5.64 eV, E_HOMO -0.1483 hartree. Number 2: orbital gap 9.79 eV, E_HOMO -0.3323 hartree. Number 3: orbital gap 6.25 eV, E_HOMO -0.3981 hartree. Number 4: orbital gap 9.28 eV, E_HOMO -0.3193 hartree. Number 5: orbital gap 9.47 eV, E_HOMO -0.3143 hartree.